No. 1
# C8H16N4

C8H16N4 as an isolated structure at a distorted geometry (ωB97M-V/def2-TZVPD, the OMol25 dataset).

Output
- Orbital gap: 8.95 eV
- Spin multiplicity: 1
- Charge: +2
- Energy above the lowest of the compared OMol25 structures with the same formula, charge and spin: 266.0 kJ/mol

Structure (XYZ):
```
28
C8H16N4 ωB97M-V/def2-TZVPD
C 0.614 -1.361 0.603
C 0.500 -0.633 -0.525
C -1.859 0.853 2.320
C 0.413 -0.962 -1.912
C 0.355 1.672 -1.201
C 1.262 1.416 -2.449
C 0.529 -0.364 1.708
C -1.812 -1.577 2.403
N 0.715 0.830 1.138
N 0.531 0.669 -0.211
N -1.289 -0.268 2.137
N 1.330 -0.106 -2.683
H 0.527 -2.389 0.762
H -2.906 0.822 2.563
H -1.404 1.722 1.920
H 0.491 -2.090 -1.944
H -0.658 -0.857 -2.253
H 0.721 2.649 -0.710
H -0.713 1.709 -1.423
H 0.845 2.004 -3.261
H 2.243 1.777 -2.260
H 0.895 -0.609 2.597
H -1.572 -2.201 1.608
H -2.882 -1.612 2.726
H -1.402 -2.158 3.224
H 1.048 1.640 1.465
H 2.397 -0.420 -2.610
H 1.080 -0.155 -3.730
```

Quick look at the Mulliken charges, all values in e:
1 C -1.55
2 C 0.99
3 C -0.29
4 C -1.05
5 C -0.47
6 C -0.62
7 C 0.08
8 C -0.95
9 N -0.44
10 N 0.47
11 N -0.03
12 N -0.13
13 H 0.60
14 H 0.28
15 H 0.31
16 H 0.39
17 H 0.30
18 H 0.33
19 H 0.34
20 H 0.38
21 H 0.39
22 H 0.66
23 H 0.40
24 H 0.31
25 H 0.37
26 H 0.04
27 H 0.46
28 H 0.43

No. 2
# C3H9NS2

One molecule with the formula C3H9NS2 (ωB97M-V/def2-TZVPD, the OMol25 dataset).

Output
- Orbital gap: 8.87 eV
- Spin multiplicity: 1
- Structure (SMILES): CNCCSS
- Energy above the lowest of the compared OMol25 structures with the same formula, charge and spin: 47.7 kJ/mol

Structure (XYZ):
```
15
C3H9NS2 ωB97M-V/def2-TZVPD
S -1.032 2.473 1.891
S -0.993 2.297 -0.201
C -1.488 0.552 -0.341
C -0.426 -0.417 0.136
N 0.604 -0.577 -0.876
C 1.581 -1.596 -0.516
H 0.049 3.261 1.954
H -1.598 0.435 -1.417
H -2.434 0.433 0.181
H -0.053 -0.054 1.113
H -0.851 -1.404 0.324
H 1.113 0.289 -1.023
H 1.183 -2.597 -0.731
H 2.524 -1.491 -1.056
H 1.821 -1.604 0.560
```

Quick look at the Mulliken charges, all values in e:
1 S -0.24
2 S -0.07
3 C -0.88
4 C -0.30
5 N -0.38
6 C -0.89
7 H 0.16
8 H 0.37
9 H 0.37
10 H 0.32
11 H 0.37
12 H 0.25
13 H 0.26
14 H 0.34
15 H 0.30

No. 3
# C12H12I4NO2SY

C12H12I4NO2SY as an isolated structure (ωB97M-V/def2-TZVPD, the OMol25 dataset).

Output
- Orbital gap: 6.57 eV
- Spin multiplicity: 1
- Charge: +2
- Energy above the lowest of the compared OMol25 structures with the same formula, charge and spin: 14.6 kJ/mol

Structure (XYZ):
```
33
C12H12I4NO2SY ωB97M-V/def2-TZVPD
Y -0.583 -0.063 0.070
I 1.185 2.636 0.046
C 1.163 2.080 2.112
I -0.787 1.515 2.798
H 1.479 2.940 2.692
H 1.825 1.227 2.233
I 4.160 -1.293 1.849
C 2.693 -2.608 1.206
C 2.911 -4.004 1.240
C 1.950 -4.887 0.833
I 2.360 -6.929 0.914
C 0.694 -4.403 0.370
C -0.377 -5.206 -0.060
C -1.555 -4.631 -0.478
C -1.672 -3.246 -0.471
N -0.691 -2.440 -0.079
C 0.491 -3.005 0.341
C 1.502 -2.102 0.754
O 1.227 -0.791 0.689
H 3.865 -4.368 1.598
H -0.268 -6.283 -0.054
H -2.388 -5.237 -0.802
H -2.596 -2.771 -0.782
C -3.996 0.339 -3.052
S -2.234 0.567 -3.170
C -1.785 -0.936 -4.014
O -1.737 0.369 -1.712
H -4.218 -0.623 -2.593
H -4.405 0.393 -4.061
H -4.393 1.160 -2.458
H -2.212 -0.880 -5.016
H -2.169 -1.803 -3.479
H -0.700 -0.965 -4.096
```

Quick look at the Mulliken charges, all values in e:
1 Y 1.29
2 I 0.20
3 C -0.79
4 I 0.29
5 H 0.48
6 H 0.30
7 I 0.13
8 C -0.67
9 C -0.29
10 C -0.53
11 I 0.18
12 C 0.97
13 C -0.41
14 C -1.04
15 C -0.23
16 N -0.26
17 C -0.02
18 C 0.97
19 O -0.42
20 H 0.38
21 H 0.24
22 H 0.41
23 H 0.61
24 C -0.93
25 S 0.51
26 C -0.86
27 O -0.63
28 H 0.30
29 H 0.43
30 H 0.35
31 H 0.43
32 H 0.26
33 H 0.35

No. 4
# C2H5NO

A 2-piece molecular cluster, C2H5NO overall at a distorted geometry (ωB97M-V/def2-TZVPD, the OMol25 dataset).

Output
- Orbital gap: 11.03 eV
- Spin multiplicity: 1
- Structure (SMILES): C=N.C=O
- Energy above the lowest of the compared OMol25 structures with the same formula, charge and spin: 256.2 kJ/mol

Structure (XYZ):
```
9
C2H5NO ωB97M-V/def2-TZVPD
C -1.416 0.656 -0.272
N -1.603 -0.578 -0.464
H -0.850 1.091 0.555
H -1.627 1.411 -1.044
H -2.095 -0.646 -1.353
O 2.255 0.533 1.066
C 1.864 -0.541 0.693
H 2.355 -1.494 0.927
H 1.116 -0.431 -0.108
```

Quick look at the Mulliken charges, all values in e:
1 C -0.29
2 N -0.47
3 H 0.30
4 H 0.21
5 H 0.26
6 O -0.39
7 C -0.01
8 H 0.25
9 H 0.15

No. 5
# C19H27N5S3

One molecule with the formula C19H27N5S3 at a distorted geometry (ωB97M-V/def2-TZVPD, the OMol25 dataset).

Output
- Orbital gap: 7.26 eV
- Spin multiplicity: 1
- Structure (SMILES): CCCCNC(=S)N(C)/N=C/c1sc(N2CCCCC2)nc1-c1cccs1

Structure (XYZ):
```
54
C19H27N5S3 ωB97M-V/def2-TZVPD
C -5.294 -2.323 -2.213
C -5.238 -1.863 -0.761
C -3.836 -1.451 -0.307
C -3.251 -0.248 -1.056
N -4.051 0.941 -0.870
C -3.981 1.945 0.025
N -2.816 2.307 0.643
N -1.689 1.636 0.370
C -0.530 2.113 0.632
C 0.644 1.347 0.356
C 0.875 -0.014 0.334
N 2.117 -0.386 -0.082
C 2.874 0.620 -0.368
N 4.114 0.520 -0.871
C 5.015 1.647 -0.911
H 4.438 2.571 -0.975
C 5.920 1.652 0.323
C 6.675 0.326 0.410
C 5.688 -0.840 0.412
H 6.222 -1.791 0.415
C 4.785 -0.764 -0.820
H 4.023 -1.541 -0.795
H 5.383 -0.865 -1.731
H 5.065 -0.795 1.307
H 7.284 0.303 1.314
H 7.344 0.234 -0.449
H 6.618 2.487 0.262
H 5.305 1.784 1.215
H 5.625 1.554 -1.817
S 2.103 2.195 -0.121
C 0.013 -1.062 0.817
C 0.148 -2.395 0.535
C -0.753 -3.206 1.251
C -1.550 -2.488 2.083
S -1.232 -0.800 1.996
H -2.316 -2.843 2.744
H -0.800 -4.276 1.154
H 0.874 -2.762 -0.167
H -0.351 3.122 1.005
C -2.793 3.475 1.501
H -2.411 4.349 0.969
H -3.810 3.681 1.828
H -2.163 3.264 2.367
S -5.374 2.829 0.258
H -4.990 0.860 -1.240
H -2.241 -0.049 -0.704
H -3.217 -0.455 -2.129
H -3.871 -1.207 0.757
H -3.153 -2.293 -0.436
H -5.936 -1.037 -0.609
H -5.570 -2.682 -0.119
H -5.082 -1.506 -2.898
H -4.569 -3.116 -2.388
H -6.284 -2.706 -2.446
```

Quick look at the Mulliken charges, all values in e:
1 C -1.17
2 C -0.69
3 C -0.07
4 C -0.27
5 N -0.13
6 C 0.48
7 N -0.05
8 N -0.20
9 C -1.00
10 C 1.50
11 C -1.08
12 N -0.35
13 C 0.76
14 N -0.05
15 C -0.99
16 H 0.45
17 C -0.43
18 C -0.72
19 C -0.54
20 H 0.36
21 C -0.82
22 H 0.42
23 H 0.35
24 H 0.30
25 H 0.35
26 H 0.30
27 H 0.40
28 H 0.23
29 H 0.37
30 S -0.41
31 C 0.53
32 C -0.48
33 C -0.72
34 C -0.38
35 S -0.05
36 H 0.49
37 H 0.43
38 H 0.53
39 H 0.45
40 C -1.22
41 H 0.33
42 H 0.39
43 H 0.38
44 S -0.52
45 H 0.28
46 H -0.29
47 H 0.38
48 H 0.21
49 H 0.25
50 H 0.36
51 H 0.37
52 H 0.30
53 H 0.29
54 H 0.37

No. 6
# C21H18FO6STa

C21H18FO6STa as an isolated structure at a distorted geometry (ωB97M-V/def2-TZVPD, the OMol25 dataset).

Output
- Orbital gap: 6.53 eV
- Spin multiplicity: 1
- Charge: +2
- Energy above the lowest of the compared OMol25 structures with the same formula, charge and spin: 174.1 kJ/mol

Structure (XYZ):
```
48
C21H18FO6STa ωB97M-V/def2-TZVPD
Ta -1.784 0.134 -0.142
O 0.181 -0.315 -0.433
C 1.063 -0.761 0.779
C 0.160 -0.439 1.987
O 0.448 -0.564 3.110
O -1.186 -0.126 1.588
C 2.311 0.049 0.713
C 2.343 1.333 1.261
C 3.481 2.108 1.128
C 4.582 1.610 0.441
C 4.549 0.337 -0.115
C 3.417 -0.449 0.021
C 1.185 -2.265 0.725
C 0.354 -3.061 -0.059
C 0.453 -4.444 0.017
C 1.361 -5.030 0.884
C 2.181 -4.235 1.675
C 2.097 -2.856 1.600
H 0.722 -0.296 -1.240
H 1.497 1.721 1.816
H 3.518 3.094 1.570
H 5.474 2.214 0.347
H 5.410 -0.047 -0.643
H 3.399 -1.449 -0.393
H -0.353 -2.641 -0.766
H -0.183 -5.058 -0.606
H 1.431 -6.107 0.945
H 2.888 -4.690 2.355
H 2.730 -2.240 2.225
C -4.721 -0.758 -2.927
S -3.493 -1.108 -1.734
O -2.189 -0.448 -2.133
O -3.335 -2.486 -1.456
O -3.766 -0.301 -0.465
H -4.372 -1.201 -3.860
H -4.852 0.318 -3.014
H -5.630 -1.254 -2.587
F -2.133 6.199 -0.321
C -2.033 4.891 -0.274
C -2.255 4.249 0.942
C -2.127 2.882 0.989
C -1.816 2.147 -0.183
C -1.608 2.843 -1.401
C -1.703 4.212 -1.447
H -2.506 4.834 1.816
H -2.269 2.375 1.937
H -1.376 2.308 -2.316
H -1.541 4.771 -2.357
```

Quick look at the Mulliken charges, all values in e:
1 Ta 2.07
2 O -0.11
3 C 2.50
4 C 0.01
5 O -0.36
6 O -0.61
7 C -0.11
8 C -0.31
9 C -0.98
10 C -0.46
11 C -0.92
12 C -0.20
13 C -0.28
14 C -0.21
15 C -1.02
16 C -0.45
17 C -0.97
18 C -0.26
19 H 0.37
20 H 0.45
21 H 0.45
22 H 0.44
23 H 0.45
24 H 0.46
25 H 0.46
26 H 0.46
27 H 0.44
28 H 0.44
29 H 0.54
30 C -0.91
31 S 1.17
32 O -0.64
33 O -0.49
34 O -0.61
35 H 0.40
36 H 0.36
37 H 0.41
38 F -0.25
39 C 0.36
40 C -0.73
41 C -0.21
42 C 0.20
43 C -0.51
44 C -0.72
45 H 0.49
46 H 0.48
47 H 0.42
48 H 0.49

| no. | LUMO (eV) |
| --- | --- |
| 1 | -6.550 |
| 2 | 0.472 |
| 3 | -6.705 |
| 4 | 1.024 |
| 5 | -0.040 |
| 6 | -8.502 |